Entry 1:
{
  "formula": "C18H21NO",
  "method": "ωB97M-V/def2-TZVPD",
  "symbols": ["C", "C", "C", "C", "N", "C", "C", "C", "C", "C", "C", "H", "H", "H", "H", "H", "H", "H", "H", "H", "H", "H", "C", "C", "C", "C", "C", "C", "O", "C", "C", "H", "H", "H", "H", "H", "H", "H", "H", "H", "H"],
  "xyz": [[1.5046, 4.8212, 0.3394], [1.6666, 3.4627, -0.3034], [1.4510, 2.3103, 0.6371], [0.4924, 2.2350, 1.5892], [0.6615, 1.0558, 2.3178], [1.6527, 0.3211, 1.7462], [2.1473, -0.9482, 2.0545], [3.2714, -1.3323, 1.3623], [3.8739, -0.5477, 0.3612], [3.3417, 0.6608, 0.0043], [2.2360, 1.1104, 0.7368], [2.1549, 4.9547, 1.1988], [0.4947, 4.8904, 0.7408], [1.4875, 5.6717, -0.3417], [1.0438, 3.3035, -1.1869], [2.6715, 3.3567, -0.7380], [-0.2864, 2.9169, 1.8757], [-0.0254, 0.7095, 2.9628], [1.5754, -1.6135, 2.6892], [3.6831, -2.3133, 1.5411], [4.8135, -0.9096, -0.0255], [3.6432, 1.2531, -0.8494], [0.1657, -3.1548, -1.7193], [-0.3007, -1.8863, -0.9930], [-1.8322, -1.7620, -0.8930], [-2.6750, -2.0332, -1.9576], [-4.0406, -1.7683, -1.9196], [-4.5614, -1.3085, -0.7117], [-5.9348, -1.1234, -0.6747], [-3.7712, -1.0660, 0.3914], [-2.4050, -1.3350, 0.3043], [-0.6144, -3.8240, -2.0835], [0.8341, -3.7478, -1.1009], [0.7518, -2.8690, -2.5948], [0.0360, -1.8133, 0.0322], [-0.1180, -1.0451, -1.6567], [-2.2592, -2.3204, -2.9099], [-4.7279, -1.8226, -2.7552], [-6.1782, -0.4538, -0.0298], [-4.1447, -0.8018, 1.3720], [-1.7792, -1.2338, 1.1878]],
  "forces_ev_per_a": [[-1.319, 0.163, 0.171], [0.902, -0.716, -0.671], [0.007, 0.618, -0.115], [0.183, -0.616, 0.649], [-0.977, 0.349, -0.271], [0.793, 0.021, 0.141], [-0.384, 0.278, -0.455], [0.008, -0.425, -0.040], [0.405, -0.258, 0.514], [-0.736, 0.255, 0.111], [-0.368, 0.084, -0.339], [0.339, 0.148, -0.188], [-0.225, -0.156, 0.292], [0.741, -0.104, -0.171], [-0.369, 0.375, 0.084], [0.002, 0.128, 0.277], [-0.040, 0.151, -0.035], [0.079, -0.075, 0.030], [0.337, -0.045, 0.272], [0.104, -0.120, 0.109], [-0.056, -0.046, -0.489], [0.508, -0.064, 0.100], [0.676, -0.004, -0.185], [-2.382, -0.528, -0.867], [0.339, -0.538, 0.899], [-0.455, 0.616, -0.837], [0.289, 0.265, 1.044], [-1.098, 0.298, -0.181], [0.174, 0.005, -0.217], [0.967, -0.643, 0.345], [-0.139, 0.054, -0.393], [-0.224, 0.203, 0.225], [0.025, -0.085, 0.146], [0.029, -0.108, -0.013], [0.745, 0.379, -0.138], [0.985, 0.397, 0.561], [0.201, -0.233, -0.141], [0.264, -0.308, -0.067], [0.155, -0.055, 0.127], [-0.445, 0.163, -0.166], [-0.041, 0.175, -0.117]],
  "nbo_charge": [-0.60, -0.42, -0.08, -0.04, -0.55, 0.21, -0.27, -0.21, -0.25, -0.18, -0.12, 0.21, 0.20, 0.21, 0.21, 0.20, 0.21, 0.40, 0.21, 0.21, 0.21, 0.21, -0.62, -0.42, -0.03, -0.19, -0.26, 0.29, -0.69, -0.30, -0.18, 0.21, 0.21, 0.21, 0.22, 0.22, 0.21, 0.23, 0.48, 0.21, 0.20],
  "charge": 0,
  "spin_multiplicity": 1,
  "gap_ev": 8.61
}



Entry 2:
{
  "formula": "C18H21NO3",
  "method": "ωB97M-V/def2-TZVPD",
  "symbols": ["O", "C", "O", "C", "C", "C", "O", "N", "C", "C", "C", "C", "C", "C", "C", "C", "C", "C", "C", "C", "C", "C", "H", "H", "H", "H", "H", "H", "H", "H", "H", "H", "H", "H", "H", "H", "H", "H", "H", "H", "H", "H", "H"],
  "xyz": [[1.1074, 1.1890, -1.7636], [1.2733, 0.5093, -2.6112], [1.7661, 0.8568, -3.7035], [0.9644, -0.8871, -2.7661], [-0.1169, -1.4532, -2.0625], [0.0108, -1.8276, -0.6310], [-0.2735, -3.0797, -0.2908], [0.4176, -1.1056, 0.3408], [0.6518, -1.2923, 1.5631], [0.0084, -0.3768, 2.5387], [0.4918, 1.1763, 2.4172], [-0.2343, 2.2649, 3.1361], [0.0724, 2.1992, 4.6306], [-0.4767, 3.1470, 5.2835], [-1.6657, 3.8339, 4.8879], [-2.1990, 3.4817, 3.6071], [-1.5139, 2.7448, 2.6753], [-0.8478, -2.6653, -2.9629], [-1.3247, -1.6761, -4.2589], [-0.2352, -1.2690, -4.8355], [1.2333, -1.7667, -4.1302], [0.3316, -2.9650, -3.6262], [1.9206, 1.8771, -3.8317], [1.9951, -1.4084, -2.1594], [-0.7456, -0.4646, -1.8665], [0.8112, -0.2072, -0.1431], [1.9624, -1.3574, 1.8074], [0.4880, -2.4689, 1.8164], [-0.9138, -0.3711, 2.1976], [-0.2225, -0.7117, 3.5592], [0.6973, 1.4458, 1.3537], [1.5829, 1.1139, 2.6290], [0.8443, 1.8520, 4.9068], [-0.2831, 3.1678, 6.5062], [-2.2916, 4.4853, 5.4435], [-3.0182, 4.1595, 3.0873], [-1.6983, 2.5455, 1.7646], [-1.7079, -3.2285, -2.6360], [-2.2541, -1.3087, -4.4439], [0.2453, -0.7470, -5.6974], [2.0425, -1.8821, -4.6410], [0.2338, -3.9018, -4.2874], [0.8706, -3.6279, -2.8030]],
  "forces_ev_per_a": [[-2.449, 7.600, 11.219], [0.132, -6.829, -6.917], [3.321, 4.865, -6.787], [7.972, -5.495, 0.284], [-6.345, 1.633, 2.838], [-1.639, -10.197, 0.824], [0.391, 3.815, -1.856], [1.011, 8.324, -9.423], [6.263, -6.161, 10.039], [2.082, 2.560, 1.250], [2.352, -1.505, -1.727], [-1.728, -3.286, 2.826], [-7.593, 3.946, -10.814], [-4.557, 3.864, 8.184], [-0.199, -2.047, -3.082], [-1.340, 3.959, -0.307], [5.846, -0.053, 7.631], [-2.187, 8.090, -1.516], [1.747, -1.330, 2.329], [5.458, 1.057, -2.691], [-13.621, 0.628, 5.467], [7.457, -9.151, 0.429], [-0.340, -2.715, 0.902], [-2.195, 1.660, -1.140], [-0.154, -1.944, -0.740], [-0.897, -1.256, 1.780], [-3.215, 0.553, -0.707], [-0.250, 2.845, -0.494], [-4.986, 0.389, -1.812], [1.294, -0.008, 0.000], [-1.172, -0.321, 0.131], [-0.489, 0.311, 0.983], [10.163, -5.542, 3.602], [-0.080, 0.423, -3.191], [0.192, 0.529, 0.884], [1.012, -1.614, 1.816], [-2.032, -0.993, -6.504], [0.797, -0.503, 0.521], [-2.673, 0.718, -0.548], [-2.330, 0.363, 0.325], [4.887, -0.448, -2.856], [-0.018, 1.917, -0.224], [0.109, 1.349, -0.928]],
  "nbo_charge": [-0.58, 0.78, -0.67, -0.31, -0.31, 0.67, -0.70, -0.62, -0.17, -0.40, -0.46, 0.04, -0.20, -0.17, -0.23, -0.19, -0.23, -0.18, -0.22, -0.23, -0.17, -0.45, 0.50, 0.24, 0.24, 0.40, 0.13, 0.27, 0.20, 0.23, 0.21, 0.21, 0.18, 0.19, 0.22, 0.21, 0.20, 0.28, 0.21, 0.24, 0.21, 0.24, 0.21],
  "charge": 0,
  "spin_multiplicity": 1,
  "gap_ev": 8.91
}



Entry 3:
{
  "formula": "C18H22BCl4O4",
  "method": "ωB97M-V/def2-TZVPD",
  "symbols": ["Cl", "B", "Cl", "Cl", "O", "C", "C", "C", "C", "C", "Cl", "C", "C", "H", "H", "H", "H", "H", "C", "C", "O", "C", "C", "C", "O", "C", "C", "C", "C", "C", "C", "O", "H", "H", "H", "H", "H", "H", "H", "H", "H", "H", "H", "H", "H", "H", "H", "H", "H"],
  "xyz": [[-3.1379, 1.7884, 4.0918], [-1.9003, 2.7829, 3.1181], [-2.3771, 4.5959, 2.9219], [-0.2136, 2.7331, 3.9574], [-1.8219, 2.1990, 1.7755], [-0.8437, 2.3611, 0.9483], [-1.1897, 2.7533, -0.4065], [-0.2976, 3.6391, -1.0428], [-0.6218, 4.1918, -2.2768], [-1.8740, 3.8911, -2.8399], [-2.3320, 4.6362, -4.3172], [-2.7720, 3.0043, -2.2103], [-2.4327, 2.4548, -0.9834], [0.1216, 2.7151, 1.2716], [0.6381, 3.8721, -0.5450], [0.0614, 4.8642, -2.7840], [-3.7246, 2.7719, -2.6759], [-3.1178, 1.7793, -0.4569], [1.1074, -1.7542, 4.5447], [0.5910, -0.7387, 3.5648], [0.4226, -1.4011, 2.2847], [0.1843, -0.5647, 1.2403], [-0.0434, -1.2911, 0.0084], [-0.2409, -0.6909, -1.2768], [-0.1420, 0.5172, -1.5008], [-0.4316, -1.6483, -2.4701], [0.8881, -1.8526, -3.2184], [1.8749, -2.8435, -2.6023], [2.4947, -2.4193, -1.2545], [1.8014, -3.0417, -0.0384], [0.2872, -2.7430, 0.0793], [0.2536, 0.6630, 1.3771], [1.1407, -1.3134, 5.5416], [0.4739, -2.6443, 4.5868], [2.1260, -2.0589, 4.2873], [-0.3801, -0.3343, 3.8707], [1.3015, 0.0823, 3.4379], [-0.8957, -2.6036, -2.1885], [-1.1297, -1.1532, -3.1575], [0.6511, -2.1993, -4.2323], [1.3813, -0.8736, -3.3206], [1.4117, -3.8347, -2.4925], [2.7023, -2.9578, -3.3153], [3.5472, -2.7614, -1.2314], [2.5421, -1.3181, -1.1824], [1.9071, -4.1386, -0.0865], [2.3073, -2.7003, 0.8787], [-0.0743, -3.1286, 1.0384], [-0.2239, -3.2866, -0.7184]],
  "forces_ev_per_a": [[0.220, 0.316, -0.291], [0.477, 0.098, 0.802], [-0.111, -0.418, 0.014], [-0.262, 0.041, -0.022], [0.532, -0.123, -1.129], [-0.677, 0.674, 0.906], [-0.013, 0.071, -0.776], [-0.571, -0.734, 0.034], [-0.710, -0.142, 0.069], [0.426, -0.671, 1.153], [-0.103, 0.164, -0.471], [0.472, 0.398, -0.001], [0.201, -0.074, 0.047], [-0.028, 0.085, 0.506], [-0.027, -0.015, -0.186], [-0.144, -0.049, 0.038], [0.152, 0.102, 0.029], [0.329, 0.315, -0.274], [0.191, -0.230, 0.140], [-0.132, -0.029, -0.508], [0.166, 0.835, 0.875], [-0.192, -1.281, -2.805], [0.061, 0.426, 0.732], [0.737, -0.627, 1.092], [-0.346, 0.518, -0.574], [-0.376, 0.442, -0.149], [-0.042, -0.115, -0.152], [0.383, 0.177, 0.087], [0.275, -0.204, 0.030], [-0.249, 0.041, 0.246], [-0.016, -0.549, 0.128], [-0.226, 0.728, 0.580], [-0.030, 0.030, 0.030], [0.026, 0.090, -0.050], [-0.114, -0.063, -0.028], [0.214, 0.076, -0.026], [-0.242, 0.002, 0.109], [0.189, 0.307, -0.191], [0.106, 0.072, 0.159], [0.076, 0.054, 0.034], [-0.150, -0.177, 0.001], [0.026, 0.119, -0.043], [-0.171, -0.085, -0.015], [-0.333, 0.134, -0.026], [-0.201, -0.362, 0.030], [0.183, 0.179, 0.017], [-0.134, -0.099, -0.194], [0.096, -0.309, -0.288], [0.062, -0.136, 0.310]],
  "nbo_charge": [-0.26, 0.44, -0.29, -0.29, -0.63, 0.57, -0.16, -0.11, -0.24, -0.02, 0.00, -0.26, -0.05, 0.21, 0.22, 0.22, 0.22, 0.23, -0.62, -0.07, -0.54, 0.79, -0.42, 0.54, -0.70, -0.49, -0.38, -0.40, -0.41, -0.39, -0.41, -0.68, 0.21, 0.21, 0.20, 0.20, 0.20, 0.20, 0.21, 0.19, 0.21, 0.19, 0.19, 0.19, 0.21, 0.18, 0.20, 0.22, 0.19],
  "charge": -1,
  "spin_multiplicity": 1,
  "gap_ev": 6.29
}



Entry 4:
{
  "formula": "C18H22Br4N2O5OsS",
  "method": "ωB97M-V/def2-TZVPD",
  "symbols": ["Os", "C", "O", "C", "C", "O", "C", "C", "O", "C", "H", "H", "H", "H", "H", "H", "H", "H", "H", "H", "H", "H", "H", "H", "Br", "C", "C", "Br", "C", "Br", "C", "O", "C", "O", "C", "Br", "C", "C", "C", "C", "N", "C", "S", "N", "C", "H", "H", "H", "H", "H", "H", "H", "H"],
  "xyz": [[-1.0383, -0.1283, 0.2962], [-3.7071, 0.2528, 1.8933], [-2.8307, 0.8799, 0.9188], [-3.4985, 1.6401, -0.1007], [-2.3959, 2.3799, -0.8064], [-1.3941, 1.4141, -1.2463], [-1.5219, 0.9813, -2.6282], [-2.2402, -0.3456, -2.6160], [-1.4437, -1.1279, -1.7221], [-1.7279, -2.5505, -1.8019], [-4.3521, 1.0241, 2.3078], [-4.2912, -0.5344, 1.4176], [-3.0702, -0.1665, 2.6647], [-4.0462, 0.9647, -0.7591], [-4.1987, 2.3366, 0.3636], [-2.7571, 2.9427, -1.6636], [-1.8801, 3.0515, -0.1219], [-2.0373, 1.7417, -3.2103], [-0.5070, 0.8640, -3.0025], [-3.2667, -0.2818, -2.2535], [-2.2475, -0.7901, -3.6122], [-1.7296, -2.8344, -2.8523], [-0.9304, -3.0741, -1.2900], [-2.6921, -2.7692, -1.3428], [2.6673, -5.9517, 1.0142], [1.3299, -4.6528, 1.0747], [0.0825, -4.9526, 1.6882], [-0.2342, -6.6398, 2.4174], [-0.9073, -3.9866, 1.7460], [-2.5915, -4.2530, 2.5068], [-0.6289, -2.7396, 1.1940], [-1.5193, -1.7254, 1.1898], [0.5715, -2.4311, 0.5620], [0.6697, -1.1918, 0.0628], [1.5720, -3.4069, 0.5176], [3.1969, -2.9487, -0.2964], [4.6384, 0.3441, -0.4627], [3.6712, 1.3224, 0.0963], [3.9457, 2.6663, 0.2378], [2.9793, 3.5088, 0.7631], [1.7767, 3.0270, 1.1304], [1.5462, 1.7508, 1.0136], [-0.0506, 1.2954, 1.6849], [2.4532, 0.8853, 0.5032], [3.2038, 4.9672, 0.9550], [5.5359, 0.8558, -0.7985], [4.1951, -0.1942, -1.3002], [4.9134, -0.3850, 0.3003], [4.9095, 3.0498, -0.0634], [2.1644, -0.0984, 0.3812], [4.1869, 5.2790, 0.6139], [3.0926, 5.2075, 2.0136], [2.4342, 5.5274, 0.4224]],
  "forces_ev_per_a": [[0.278, -0.808, -0.385], [0.015, 0.030, -0.158], [-0.278, -0.047, -0.059], [0.054, 0.033, 0.250], [0.058, -0.063, 0.063], [0.178, 0.148, 0.065], [-0.057, -0.171, 0.081], [0.356, 0.175, -0.165], [-0.701, -0.238, 0.270], [-0.104, 0.112, -0.078], [-0.020, -0.010, 0.015], [-0.011, -0.005, 0.001], [0.005, -0.005, -0.007], [-0.084, 0.015, -0.021], [0.026, 0.002, 0.011], [-0.004, -0.015, -0.028], [0.001, -0.027, 0.023], [-0.027, 0.031, 0.059], [-0.008, -0.049, 0.003], [-0.040, 0.007, -0.025], [0.083, -0.044, 0.007], [0.005, -0.018, 0.005], [0.018, -0.006, 0.007], [-0.003, -0.007, 0.002], [0.029, -0.045, 0.004], [-0.060, -0.031, 0.030], [-0.019, 0.092, -0.024], [-0.006, -0.072, 0.035], [0.120, -0.154, -0.044], [-0.022, -0.022, 0.017], [-0.325, 0.550, -0.265], [0.732, 0.556, 0.123], [0.185, 0.290, 0.095], [0.170, -0.467, 0.013], [-0.068, 0.146, -0.039], [0.007, 0.028, -0.038], [0.001, -0.022, -0.008], [-0.054, 0.078, 0.038], [0.177, -0.233, -0.083], [-0.152, 0.270, 0.091], [0.060, -0.034, 0.089], [-0.052, -0.210, 0.191], [-0.311, 0.310, -0.049], [-0.169, -0.012, -0.036], [-0.026, -0.064, -0.022], [-0.008, -0.011, -0.007], [0.005, -0.024, -0.014], [0.003, -0.033, 0.004], [0.003, -0.020, -0.003], [0.044, 0.107, -0.038], [0.001, -0.006, -0.005], [-0.002, -0.003, 0.006], [-0.001, -0.003, 0.003]],
  "nbo_charge": [1.25, -0.25, -0.54, -0.10, -0.10, -0.54, -0.08, -0.10, -0.57, -0.25, 0.21, 0.20, 0.23, 0.19, 0.24, 0.23, 0.24, 0.22, 0.23, 0.19, 0.23, 0.21, 0.22, 0.20, 0.20, -0.11, -0.16, 0.19, -0.14, 0.17, 0.16, -0.51, 0.31, -0.69, -0.21, 0.12, -0.67, 0.35, -0.29, 0.36, -0.45, 0.32, 0.17, -0.51, -0.67, 0.26, 0.26, 0.27, 0.26, 0.48, 0.24, 0.27, 0.26],
  "charge": 2,
  "spin_multiplicity": 1,
  "gap_ev": [5.32, 5.36]
}



Question: Number 2 is which compound?
Answer: C18H21NO3